# 1
{
  "formula": "C25H59Br2N6O7",
  "method": "ωB97M-V/def2-TZVPD",
  "total_charge": 1,
  "homo_lumo_gap_ha": 0.223,
  "e_homo_ev": -10.452,
  "e_tot_ev": -190221.1110,
  "elements": ["Br", "C", "C", "C", "N", "C", "N", "C", "C", "C", "O", "N", "Br", "H", "H", "H", "H", "H", "H", "H", "H", "H", "H", "H", "H", "H", "H", "C", "O", "C", "C", "N", "C", "C", "O", "C", "H", "H", "H", "H", "H", "H", "H", "H", "H", "H", "H", "H", "H", "H", "H", "C", "O", "C", "C", "N", "C", "C", "O", "C", "H", "H", "H", "H", "H", "H", "H", "H", "H", "H", "H", "H", "H", "H", "H", "C", "O", "C", "C", "N", "C", "C", "O", "C", "H", "H", "H", "H", "H", "H", "H", "H", "H", "H", "H", "H", "H", "H", "H"],
  "positions_angstrom": [[3.16958, 1.85210, -4.21816], [1.83495, 2.53791, -2.83638], [0.49592, 1.57774, -2.71553], [0.71016, 0.47317, -1.47738], [-0.40613, 0.43549, -0.48438], [-0.15067, 1.27080, 0.76595], [1.02977, 2.15343, 1.01574], [1.98221, 1.70016, 2.06604], [2.91766, 0.31600, 1.44389], [2.19851, -1.22825, 1.78001], [3.53161, -0.62505, 2.53134], [-1.19806, 1.19706, 1.69718], [-1.27684, 2.15581, 3.30596], [2.45818, 2.61750, -1.83784], [1.58029, 3.66223, -3.13208], [0.45322, 0.96539, -3.73815], [-0.51330, 2.16518, -2.63837], [0.78923, -0.58862, -2.01667], [1.77933, 0.69809, -1.05817], [-0.76118, -0.51663, -0.25861], [1.45812, 2.57694, 0.17210], [2.81911, 2.51014, 2.26559], [1.50823, 1.24239, 3.03026], [3.50170, 0.45696, 0.34210], [1.23670, -1.14536, 2.44024], [2.44334, -2.04265, 0.97153], [-2.03874, 0.57144, 1.50470], [2.73750, 2.46723, 7.06293], [1.36708, 2.43673, 6.68556], [0.89556, 1.11349, 6.40078], [-0.13144, 0.67547, 7.45604], [0.51550, 0.43977, 8.75581], [-0.43832, 0.25488, 9.85599], [-1.32167, 1.46138, 10.23149], [-0.59293, 2.55917, 10.78397], [-0.06670, 3.46119, 9.82012], [3.04557, 3.51347, 7.14264], [2.88164, 1.99267, 8.03717], [3.36179, 1.97722, 6.31030], [1.71527, 0.39062, 6.31008], [0.39235, 1.16355, 5.42912], [-0.61738, -0.24855, 7.12484], [-0.89019, 1.45904, 7.53074], [1.10833, 1.23629, 8.97763], [0.15584, -0.01418, 10.73703], [-1.07860, -0.60658, 9.63421], [-2.00007, 1.12797, 11.02557], [-1.96494, 1.78841, 9.40763], [-0.69143, 3.53076, 8.92466], [0.95191, 3.17253, 9.55449], [-0.01297, 4.45233, 10.27878], [1.15812, -3.24842, -2.24223], [1.64989, -2.50128, -3.34737], [2.95367, -1.95303, -3.11502], [3.98518, -2.62391, -4.03483], [4.22161, -4.01901, -3.63323], [5.00842, -4.78089, -4.61039], [4.36962, -5.02336, -5.99245], [3.22249, -5.87435, -5.95560], [1.99802, -5.20107, -5.69699], [0.12123, -3.52505, -2.45254], [1.73661, -4.16611, -2.10690], [1.17990, -2.65197, -1.32568], [3.24982, -2.01719, -2.06105], [2.89703, -0.89084, -3.37653], [4.92917, -2.07096, -3.98212], [3.60712, -2.56821, -5.05915], [3.32443, -4.48366, -3.51373], [5.20380, -5.75821, -4.15396], [5.98237, -4.29589, -4.74259], [5.11151, -5.55423, -6.60051], [4.15480, -4.09315, -6.52915], [1.98926, -4.17963, -6.08888], [1.78985, -5.20154, -4.62548], [1.19486, -5.76183, -6.18289], [-5.58141, 1.01142, -6.96513], [-6.26619, 1.46711, -5.80546], [-6.77585, 0.39601, -5.00085], [-6.03250, 0.33869, -3.65761], [-4.64671, -0.11908, -3.84071], [-3.81905, 0.03454, -2.63831], [-3.54543, 1.47157, -2.15146], [-2.73843, 2.23921, -3.04641], [-3.46507, 2.90616, -4.06950], [-5.33424, 1.88214, -7.57883], [-4.64953, 0.50911, -6.69236], [-6.21237, 0.33905, -7.55345], [-6.74268, -0.56802, -5.52261], [-7.82826, 0.62700, -4.80352], [-6.55274, -0.35323, -2.98659], [-6.06136, 1.33826, -3.21570], [-4.21976, 0.41674, -4.59285], [-2.85409, -0.43275, -2.86666], [-4.26305, -0.54541, -1.82114], [-2.96462, 1.39171, -1.22505], [-4.46089, 2.00994, -1.88392], [-4.46991, 3.19752, -3.74952], [-3.51435, 2.28011, -4.96230], [-2.91487, 3.81176, -4.33929]],
  "mulliken_charge": [-0.168, -0.564, -0.097, 0.694, 0.040, 0.237, -0.035, -0.045, 0.103, -0.456, -0.401, -0.332, 0.113, 0.161, 0.428, 0.387, -0.015, -0.438, -0.515, 0.466, 0.308, 0.422, -0.354, 0.297, 0.249, 0.274, 0.310, -0.739, -0.349, -0.225, -0.239, -0.339, -0.668, -0.453, -0.418, -0.530, 0.261, 0.326, 0.308, 0.471, -0.218, 0.369, 0.179, 0.088, 0.362, 0.390, 0.360, 0.316, 0.260, 0.167, 0.311, -0.547, -0.390, 0.155, -0.354, -0.350, -0.676, -0.474, -0.429, -0.519, 0.208, 0.368, 0.093, 0.223, -0.273, 0.421, 0.207, 0.088, 0.365, 0.397, 0.364, 0.328, 0.264, 0.144, 0.339, -0.718, -0.342, -0.792, -0.192, -0.323, -0.734, -0.148, -0.336, -0.733, 0.240, 0.305, 0.345, 0.407, 0.396, 0.364, 0.189, 0.078, 0.367, 0.404, -0.051, 0.385, 0.308, 0.264, 0.306]
}

# 2
{
  "formula": "C31H26AsFeIPS4",
  "method": "ωB97M-V/def2-TZVPD",
  "spin_multiplicity": 6,
  "total_charge": -2,
  "homo_lumo_gap_ha": [0.193, 0.194],
  "e_homo_ev": [-1.325, -1.359],
  "e_tot_ev": -188528.6416,
  "de_lowest_kj_mol": 0.00,
  "elements": ["Fe", "S", "As", "S", "S", "S", "C", "C", "C", "C", "C", "C", "C", "P", "C", "C", "C", "C", "C", "C", "C", "C", "C", "C", "C", "C", "C", "C", "H", "H", "H", "H", "H", "H", "H", "H", "H", "H", "H", "H", "H", "H", "H", "H", "H", "H", "H", "H", "I", "C", "C", "C", "C", "C", "C", "C", "C", "C", "C", "H", "H", "H", "H", "H", "H"],
  "positions_angstrom": [[1.00125, 0.72441, 2.14679], [4.31292, 3.40516, 3.95138], [3.83710, 1.40232, 3.43846], [1.83621, 0.87068, 4.32622], [3.16111, 1.28584, 1.30046], [5.23256, -0.16028, 3.79241], [-0.95227, 0.80246, -3.56009], [0.32016, 0.06890, -3.22329], [0.93906, -0.66262, -4.23593], [2.12802, -1.34181, -4.02005], [2.73352, -1.29059, -2.77453], [2.12704, -0.57806, -1.75188], [0.92014, 0.09281, -1.95632], [0.26842, 0.89237, -0.43736], [-1.54969, 0.62150, -0.49270], [-2.40867, 1.71281, -0.34751], [-3.77817, 1.54469, -0.23617], [-4.31378, 0.26331, -0.26591], [-3.46685, -0.82198, -0.41020], [-2.08570, -0.66918, -0.52322], [-1.24321, -1.90523, -0.69691], [0.50811, 2.66529, -0.68663], [0.82654, 3.26744, -1.90102], [1.20064, 4.59907, -1.94357], [1.27582, 5.31867, -0.75171], [0.95754, 4.72034, 0.45226], [0.54694, 3.38149, 0.51811], [0.19539, 2.72465, 1.80187], [-0.94686, 1.07757, -4.61681], [-1.07869, 1.70731, -2.96897], [-1.83218, 0.18169, -3.37483], [0.47840, -0.68306, -5.21824], [2.58453, -1.89886, -4.82982], [3.66887, -1.80203, -2.58753], [2.58737, -0.54019, -0.77024], [-1.99084, 2.71156, -0.32135], [-4.41871, 2.40910, -0.11279], [-5.38119, 0.10830, -0.16578], [-3.87449, -1.82733, -0.41392], [-1.71135, -2.74726, -0.18518], [-0.23833, -1.79595, -0.29076], [-1.14113, -2.15462, -1.75834], [0.83024, 2.68141, -2.81454], [1.46712, 5.05980, -2.88698], [1.60515, 6.35172, -0.76505], [1.05219, 5.27168, 1.38021], [-0.89745, 2.70295, 1.89757], [0.60929, 3.27576, 2.64861], [-1.74286, 0.16738, 3.29031], [-1.56418, -1.82108, 2.74505], [-2.66140, -2.62061, 2.89206], [-2.56703, -4.00035, 2.58888], [-1.37372, -4.51537, 2.18572], [-0.22931, -3.69024, 2.02707], [0.99715, -4.25507, 1.60391], [2.08303, -3.45014, 1.43360], [1.98227, -2.05422, 1.62428], [0.81745, -1.42302, 2.00946], [-0.30045, -2.28857, 2.26607], [-3.59530, -2.20694, 3.24687], [-3.43847, -4.63450, 2.70075], [-1.27534, -5.57493, 1.97162], [1.05170, -5.32598, 1.43743], [3.03924, -3.87434, 1.14646], [2.87520, -1.45605, 1.47225]],
  "nbo_charge": [1.090, -0.788, 1.009, -0.658, -0.686, -0.791, -0.661, 0.092, -0.264, -0.212, -0.213, -0.178, -0.361, 0.911, -0.356, -0.201, -0.229, -0.223, -0.235, 0.088, -0.668, -0.443, -0.189, -0.260, -0.204, -0.230, 0.168, -0.948, 0.202, 0.235, 0.222, 0.192, 0.197, 0.210, 0.258, 0.228, 0.201, 0.197, 0.200, 0.222, 0.246, 0.213, 0.202, 0.193, 0.195, 0.213, 0.196, 0.229, 0.265, -0.140, -0.286, -0.240, -0.192, -0.083, -0.231, -0.192, -0.261, -0.449, -0.036, 0.213, 0.197, 0.193, 0.188, 0.201, 0.242]
}

# 3
{
  "formula": "C3H5LiNaO3",
  "method": "ωB97M-V/def2-TZVPD",
  "spin_multiplicity": 2,
  "homo_lumo_gap_ha": [0.196, 0.196],
  "e_homo_ev": [-6.088, -6.143],
  "e_tot_ev": -13953.5823,
  "de_lowest_kj_mol": 200.57,
  "elements": ["O", "C", "C", "O", "O", "C", "Na", "H", "H", "H", "H", "H", "Li"],
  "positions_angstrom": [[-0.69204, 0.09557, 1.00183], [0.03807, -1.06299, 0.69287], [-1.50825, 0.40791, -0.11793], [1.17931, -1.14025, 1.30391], [0.14081, -1.10610, -0.72743], [-0.66652, -0.07442, -1.29880], [2.66183, -1.34346, -0.37474], [-1.69456, 1.48660, -0.13005], [-2.46178, -0.13538, -0.04540], [-0.01684, 0.72255, -1.68759], [-1.26829, -0.48886, -2.11518], [3.13670, 1.91555, 1.40100], [1.15158, 0.72327, 2.09750]],
  "nbo_charge": [-0.593, 0.676, -0.100, -0.950, -0.609, -0.104, 0.923, 0.203, 0.181, 0.180, 0.190, -0.780, 0.783]
}

# 4
{
  "formula": "C7H11N2",
  "method": "ωB97M-V/def2-TZVPD",
  "spin_multiplicity": 3,
  "total_charge": 1,
  "homo_lumo_gap_ha": [0.265, 0.256],
  "e_homo_ev": [-9.843, -14.059],
  "e_tot_ev": -10407.0796,
  "de_lowest_kj_mol": 4.30,
  "elements": ["C", "C", "C", "C", "C", "C", "C", "N", "N", "H", "H", "H", "H", "H", "H", "H", "H", "H", "H", "H"],
  "positions_angstrom": [[0.99216, 1.84828, 1.32960], [1.76846, 0.99772, 0.61466], [-0.35596, 0.42006, 0.21978], [-1.51557, -0.30998, -0.13838], [-1.52308, -1.39999, -0.89301], [3.27617, 0.79112, 0.52092], [-2.75832, -2.01110, -1.41434], [0.91236, 0.06586, 0.03147], [-0.36143, 1.48834, 1.03805], [1.18933, 2.69974, 2.02274], [-2.49040, -0.12861, 0.20689], [-0.70764, -1.74806, -1.38621], [3.49323, -0.04235, 1.06044], [3.50295, 0.66431, -0.44115], [3.79498, 1.53139, 1.19411], [-2.60938, -2.93884, -1.93614], [-3.62013, -2.19168, -0.61778], [-3.22520, -1.27805, -2.09247], [1.32411, -0.60846, -0.61869], [-1.08662, 2.15032, 1.29950]],
  "nbo_charge": [-0.010, 0.214, 0.265, -0.126, -0.105, -0.637, -0.671, -0.502, -0.475, 0.265, 0.230, 0.178, 0.245, 0.235, 0.260, 0.247, 0.238, 0.248, 0.448, 0.452]
}